Entry 1:
ORCA calculation (the ωB97M-V functional and the def2-TZVPD basis) on a 2-piece molecular cluster, C11H16OSi overall.

Computed properties:
multiplicity: 1
total energy: -21586.17959 eV
relative energy (zero: lowest compared OMol25 entry of this formula, charge and spin): 113.2 kcal per mole
net charge: 0
frontier orbital gap (spin up / spin down): 0.282 / 0.213 Ha
LUMO energy (spin up / spin down): 0.30 / -0.65 eV

Each line ends with the Mulliken charge.
Geometry (Å):
C1 1.83431 1.36449 3.81631  -0.5716
C2 1.73826 2.30912 2.77808  -0.2914
C3 1.74286 0.01273 3.49941  -0.5763
C4 1.34486 1.88255 1.50529  -0.5656
C5 1.32936 -0.48374 2.28352  -0.1069
C6 1.22057 0.47636 1.25221  1.2099
C7 0.97650 -1.56968 1.34414  0.3158
C8 0.94090 -0.48693 0.24675  -1.5513
C9 -0.13326 0.23698 -3.14577  -1.0407
C10 -2.24248 -0.43965 -0.59937  -0.6093
C11 -3.13608 -0.57050 -3.71721  -0.9894
O1 2.00119 -2.53873 1.15073  -0.6092
Si1 -1.75857 -0.64678 -2.47327  0.1261
H1 2.18682 1.60369 4.78820  0.4035
H2 2.00869 3.34095 2.97925  0.3785
H3 1.89762 -0.81566 4.30940  0.2261
H4 1.23643 2.65813 0.62122  0.2407
H5 0.12235 -2.07045 1.53691  0.4486
H6 0.85963 -0.44431 -0.81640  0.4076
H7 0.51033 0.19338 -2.29158  0.4294
H8 0.32487 -0.29249 -3.88590  0.3814
H9 -0.32738 1.22262 -3.47118  0.4034
H10 -2.83008 -1.32384 -0.26551  0.2984
H11 -1.30845 -0.23358 0.03492  -0.0631
H12 -2.93099 0.37285 -0.42862  0.3881
H13 -3.80774 0.22839 -3.44359  0.3296
H14 -2.98484 -0.36841 -4.80283  0.3335
H15 -3.69748 -1.52582 -3.68401  0.2911
H16 2.88182 -2.09168 0.87889  0.3631

***

Entry 2:
ORCA calculation (the ωB97M-V functional and the def2-TZVPD basis) on one molecule with the formula C11H16Se.

Computed properties:
multiplicity: 1
total energy: -77011.20962 eV
relative energy (zero: lowest compared OMol25 entry of this formula, charge and spin): 0.6 kcal per mole
net charge: 0
SMILES: CC(C)(C)[C@H]([SeH])c1ccccc1
frontier orbital gap: 0.336 Ha
LUMO energy: 0.65 eV

Each line ends with the Mulliken charge.
Geometry (Å):
C1 2.53211 1.52236 0.28058  -1.6097
C2 1.11503 0.98787 -0.08728  2.1559
C3 1.11373 0.91398 -1.64413  -1.4780
C4 0.08359 1.94841 0.57080  -1.8656
C5 0.89423 -0.33712 0.62299  -1.3968
Se1 2.07533 -1.86648 0.08503  0.0458
C6 -0.55333 -0.91582 0.36662  0.3258
C7 -1.57701 -0.54132 1.21863  -0.2048
C8 -2.90006 -0.86008 0.88646  -0.7000
C9 -3.17756 -1.60464 -0.23681  -0.3545
C10 -2.16471 -2.03769 -1.11864  -0.8062
C11 -0.84828 -1.65372 -0.80420  -0.3629
H1 2.41350 2.09756 1.16816  0.4330
H2 2.86289 2.20603 -0.57126  0.3254
H3 3.00713 0.66023 0.55279  0.3925
H4 0.09841 0.94390 -2.00359  0.3716
H5 1.65334 1.66856 -2.16508  0.4461
H6 1.48754 -0.12795 -1.92849  0.2061
H7 -0.85852 1.37838 0.25851  0.4778
H8 0.29824 2.94213 0.30978  0.4932
H9 0.13432 1.87520 1.60343  0.4352
H10 1.15429 -0.25957 1.68986  0.7055
H11 2.86896 -1.92601 1.33797  0.0849
H12 -1.42138 0.07950 2.04643  0.4851
H13 -3.68085 -0.41550 1.45465  0.4055
H14 -4.19618 -1.91947 -0.46548  0.3348
H15 -2.30641 -2.73859 -1.93159  0.3838
H16 -0.10833 -2.02015 -1.49612  0.2705

***

Entry 3:
ORCA calculation (the ωB97M-V functional and the def2-TZVPD basis) on C11H17CeCl2NO2S as an isolated structure.

Computed properties:
multiplicity: 1
total energy: -66079.57311 eV
relative energy (zero: lowest compared OMol25 entry of this formula, charge and spin): 9.1 kcal per mole
net charge: -2
frontier orbital gap (spin up / spin down): 0.170 / 0.170 Ha
LUMO energy (spin up / spin down): 4.01 / 4.01 eV

Each line ends with the Mulliken charge.
Geometry (Å):
C1 -0.73608 0.78168 -1.24800  0.5676
C2 -1.57307 -0.35692 -1.03274  0.5798
C3 -0.73170 -1.47796 -0.76269  0.7584
C4 -3.04848 -0.40548 -1.21376  -1.5919
C5 0.61873 -1.05505 -0.90329  0.5042
C6 0.62536 0.34337 -1.17021  0.4736
C7 1.83171 1.13733 -1.48461  -1.6599
C8 -1.20209 2.11425 -1.71264  -1.5958
C9 -1.17692 -2.86406 -0.46198  -1.6612
C10 1.77818 -1.97579 -0.97294  -1.8567
Ce1 0.12566 0.76074 2.18938  1.3262
Cl1 -2.26099 -0.29508 2.23511  -0.4703
Cl2 -0.18030 3.25580 2.17208  -0.3896
O1 1.84010 -0.32125 1.81699  -0.5892
H1 -3.51493 0.56667 -0.98463  0.3255
H2 -3.49587 -1.20472 -0.60043  0.3308
H3 -3.25962 -0.64073 -2.27490  0.2963
H4 -1.95598 -2.87325 0.31913  0.3024
H5 -0.32291 -3.46646 -0.11980  0.3686
H6 -1.58897 -3.33296 -1.37124  0.2406
H7 1.63550 -2.83443 -0.31383  0.3914
H8 2.70857 -1.48111 -0.69467  0.4032
H9 1.87883 -2.35902 -1.99805  0.2575
H10 2.71764 0.71671 -1.00365  0.3762
H11 1.76641 2.17183 -1.14727  0.4390
H12 1.99809 1.15104 -2.56914  0.1935
H13 -2.03042 2.48623 -1.09602  0.3133
H14 -1.56514 2.04078 -2.75013  0.2690
H15 -0.38030 2.83724 -1.67947  0.4234
H16 2.75992 -0.58358 1.98730  0.2454
O2 3.04617 3.10570 0.50495  -1.0199
H17 3.34976 3.85439 1.08120  0.0666
S1 -0.03401 -0.37562 7.13962  -0.5162
C11 0.12488 0.11401 5.63802  0.5576
N1 0.25223 0.46568 4.48230  -0.6594